Density functional theory data (wB97M-V/def2-TZVPD) for a 2-piece molecular cluster, C38H37FN2O5S overall.

Last column: Löwdin charge in e.
Positions of all 84 atoms, in Å:
C: -1.564 -0.512 -5.031  -0.015
N: -0.610 0.016 -4.085  -0.049
C: -0.222 1.340 -4.161  -0.406
O: -0.552 2.138 -5.008  0.081
C: 0.666 1.590 -2.948  -0.163
C: 0.326 2.912 -2.240  -0.077
C: -1.079 2.834 -1.677  -0.213
C: -2.173 3.003 -2.532  -0.045
C: -3.457 2.696 -2.092  -0.080
C: -3.653 2.202 -0.800  -0.074
C: -2.558 2.053 0.056  -0.070
C: -1.306 2.520 -0.331  -0.047
N: 0.431 0.411 -2.119  -0.005
C: 0.649 0.438 -0.792  -0.085
C: 0.179 -0.482 0.113  -0.079
C: 0.766 -0.469 1.425  -0.074
C: 1.075 -1.736 2.076  -0.232
C: 1.946 -1.838 3.178  -0.025
C: 2.348 -3.071 3.684  -0.065
C: 1.939 -4.261 3.064  -0.074
C: 1.063 -4.183 1.968  -0.075
C: 0.561 -2.943 1.558  -0.028
C: -0.309 -0.651 -2.819  -0.231
C: 0.466 -1.921 -3.016  -0.012
C: 1.315 -2.080 -4.051  -0.038
C: 1.937 -3.335 -4.454  -0.218
C: 2.863 -3.351 -5.527  -0.041
C: 3.456 -4.539 -5.943  -0.085
C: 3.127 -5.750 -5.309  -0.085
C: 2.193 -5.753 -4.262  -0.082
C: 1.607 -4.562 -3.830  -0.031
H: -1.664 0.196 -5.866  0.097
H: -1.224 -1.484 -5.402  0.088
H: -2.545 -0.649 -4.549  0.099
H: 1.719 1.563 -3.286  0.166
H: 1.076 3.114 -1.464  0.113
H: 0.401 3.711 -3.000  0.133
H: -1.990 3.343 -3.555  0.111
H: -4.295 2.805 -2.777  0.101
H: -4.648 1.947 -0.439  0.102
H: -2.680 1.583 1.027  0.083
H: -0.485 2.579 0.391  0.099
H: 1.251 1.275 -0.432  0.132
H: -0.606 -1.202 -0.187  0.112
H: 1.562 0.329 1.597  0.140
H: 2.318 -0.947 3.668  0.112
H: 2.959 -3.109 4.587  0.106
H: 2.272 -5.237 3.433  0.104
H: 0.719 -5.092 1.452  0.104
H: -0.242 -2.906 0.803  0.108
H: -1.247 -0.884 -2.284  0.158
H: 0.340 -2.673 -2.221  0.110
H: 1.579 -1.197 -4.661  0.129
H: 3.101 -2.406 -6.017  0.110
H: 4.179 -4.532 -6.759  0.103
H: 3.596 -6.685 -5.632  0.103
H: 1.925 -6.691 -3.776  0.103
H: 0.880 -4.566 -3.020  0.102
C: -4.634 0.469 4.094  -0.066
C: -3.398 -0.379 4.170  -0.224
O: -2.517 -0.021 3.063  -0.050
C: -1.243 -0.442 3.344  -0.453
C: -0.200 0.604 2.959  -0.196
F: 0.889 0.476 3.832  -0.064
S: -0.889 2.239 3.588  0.772
C: 0.479 3.289 3.902  -0.289
C: 0.364 4.127 5.013  -0.048
C: 1.348 5.090 5.271  -0.062
C: 2.456 5.201 4.421  -0.076
C: 2.569 4.353 3.313  -0.069
C: 1.551 3.431 3.016  -0.051
O: -1.742 2.869 2.606  -0.298
O: -1.406 1.913 4.908  -0.287
O: -0.970 -1.463 3.985  0.118
H: -5.302 0.217 4.925  0.081
H: -4.366 1.530 4.219  0.084
H: -5.206 0.322 3.168  0.081
H: -2.881 -0.180 5.116  0.121
H: -3.623 -1.450 4.121  0.125
H: -0.486 4.003 5.686  0.117
H: 1.238 5.736 6.149  0.111
H: 3.225 5.949 4.621  0.106
H: 3.457 4.400 2.670  0.109
H: 1.603 2.818 2.115  0.103

Strongest force on any atom: 3.0 eV/Å
Spin multiplicity: 1
Energy: -66772.9141 eV
Lowest unoccupied orbital energy: -0.305 eV
Gap between HOMO and LUMO: 7.6 eV
E_HOMO: -7.88 eV



Density functional theory data (wB97M-V/def2-TZVPD) for a 2-piece molecular cluster, C6H7NO2 overall.

Last column: Löwdin charge in e.
Positions of all 16 atoms, in Å:
C: -1.395 -0.609 -1.218  0.082
C: -1.268 0.123 -0.103  -0.328
C: -2.514 0.588 0.609  -0.068
C: -0.101 -0.013 0.781  -0.175
N: 0.289 -0.164 1.876  0.177
H: -2.365 -0.773 -1.666  0.072
H: -0.629 -1.232 -1.651  0.071
H: -2.694 0.001 1.511  0.090
H: -3.425 0.434 0.034  0.078
H: -2.437 1.647 0.854  0.084
O: 2.769 -0.357 -2.232  0.129
C: 2.607 0.041 -1.132  -0.479
C: 2.611 0.001 0.570  0.022
O: 3.007 1.078 -0.493  0.105
H: 2.110 -0.860 0.993  0.065
H: 3.436 0.095 1.267  0.075

Strongest force on any atom: 4.8 eV/Å
Spin multiplicity: 1
ΔE to the lowest compared entry with this formula, charge and spin: 165.49 kcal/mol
Energy: -11913.2552 eV
Lowest unoccupied orbital energy (alpha / beta): -0.588 / -0.583 eV
Gap between HOMO and LUMO (alpha / beta): 8.2 / 8.2 eV
E_HOMO (alpha / beta): -8.74 / -8.74 eV



Density functional theory data (wB97M-V/def2-TZVPD) for a 12-piece molecular cluster, C48H116N12O12 overall.

Last column: Löwdin charge in e.
Positions of all 188 atoms, in Å:
C: 6.167 -1.195 2.867  -0.027
C: 5.318 0.045 2.586  -0.507
C: 4.379 -0.250 1.406  -0.030
C: 4.397 0.270 3.806  -0.134
C: 5.052 1.021 4.948  -0.167
C: 5.635 2.337 4.410  -0.134
C: 6.601 2.196 3.243  -0.520
C: 6.697 3.548 2.512  -0.032
C: 7.999 1.795 3.738  -0.030
N: 6.115 1.220 2.264  -0.111
O: 7.013 0.979 1.209  -0.005
H: 6.855 -1.070 3.700  0.076
H: 5.591 -2.118 2.985  0.066
H: 6.756 -1.451 1.976  0.084
H: 3.700 -1.051 1.714  0.065
H: 3.779 0.632 1.193  0.073
H: 4.960 -0.615 0.557  0.090
H: 3.543 0.858 3.451  0.095
H: 4.040 -0.702 4.149  0.119
H: 4.339 1.323 5.721  0.103
H: 5.818 0.446 5.474  0.111
H: 6.250 2.731 5.229  0.119
H: 4.836 3.065 4.267  0.117
H: 6.964 4.347 3.201  0.085
H: 5.722 3.741 2.057  0.084
H: 7.394 3.436 1.682  0.076
H: 8.739 1.670 2.949  0.081
H: 7.936 0.817 4.227  0.071
H: 8.417 2.488 4.473  0.084
H: 6.529 1.288 0.434  0.109
C: 0.663 0.991 6.671  -0.037
C: 0.062 2.004 5.672  -0.504
C: 1.234 2.669 4.947  -0.016
C: -0.818 1.184 4.726  -0.125
C: -1.786 2.048 3.938  -0.182
C: -2.652 2.853 4.868  -0.125
C: -1.823 3.730 5.827  -0.508
C: -1.290 4.987 5.128  -0.026
C: -2.790 4.156 6.945  -0.040
N: -0.779 2.919 6.440  -0.124
O: -0.097 3.519 7.501  -0.004
H: -0.113 0.653 7.358  0.088
H: 1.050 0.117 6.137  0.084
H: 1.527 1.387 7.205  0.076
H: 0.912 3.449 4.252  0.073
H: 1.887 3.163 5.672  0.085
H: 1.835 1.930 4.415  0.062
H: -0.173 0.698 3.988  0.091
H: -1.282 0.368 5.284  0.126
H: -1.276 2.683 3.198  0.090
H: -2.380 1.448 3.236  0.099
H: -3.367 2.226 5.403  0.129
H: -3.268 3.565 4.304  0.105
H: -0.440 5.369 5.701  0.087
H: -2.043 5.769 5.037  0.085
H: -0.850 4.779 4.147  0.052
H: -2.986 3.259 7.539  0.088
H: -3.728 4.550 6.555  0.086
H: -2.376 4.894 7.636  0.081
H: -0.517 3.179 8.299  0.107
C: -0.386 -1.407 1.424  -0.013
C: 0.224 -0.324 0.529  -0.467
C: 0.876 0.713 1.424  -0.034
C: 1.301 -0.926 -0.392  -0.119
C: 0.733 -1.793 -1.510  -0.161
C: -0.187 -0.892 -2.332  -0.130
C: -1.319 -0.263 -1.523  -0.487
C: -1.974 0.788 -2.420  -0.020
C: -2.399 -1.333 -1.238  -0.006
N: -0.795 0.342 -0.303  -0.097
O: -1.776 0.980 0.476  -0.041
H: -0.829 -2.244 0.880  0.057
H: 0.398 -1.895 2.016  0.074
H: -1.121 -1.070 2.158  0.081
H: 1.716 1.269 0.995  0.072
H: 0.250 1.529 1.805  0.076
H: 1.268 0.350 2.379  0.074
H: 1.830 -0.084 -0.852  0.094
H: 2.117 -1.419 0.140  0.103
H: 1.561 -2.063 -2.172  0.104
H: 0.221 -2.704 -1.200  0.104
H: -0.668 -1.476 -3.120  0.102
H: 0.376 -0.052 -2.740  0.105
H: -2.329 0.330 -3.347  0.071
H: -1.259 1.534 -2.778  0.088
H: -2.864 1.270 -2.013  0.058
H: -2.047 -2.264 -0.793  0.060
H: -2.898 -1.597 -2.173  0.083
H: -3.148 -0.945 -0.547  0.060
H: -1.523 1.913 0.543  0.062
C: -2.904 -6.187 -5.861  -0.031
C: -1.927 -5.062 -5.519  -0.518
C: -2.704 -3.776 -5.189  -0.030
C: -1.190 -5.510 -4.238  -0.136
C: 0.031 -4.679 -3.916  -0.179
C: 0.993 -4.672 -5.100  -0.130
C: 0.335 -4.234 -6.400  -0.504
C: 0.207 -2.684 -6.349  -0.017
C: 1.228 -4.582 -7.591  -0.035
N: -0.963 -4.900 -6.594  -0.096
O: -1.555 -4.501 -7.804  -0.012
H: -3.437 -6.007 -6.796  0.082
H: -2.373 -7.135 -5.933  0.086
H: -3.669 -6.278 -5.087  0.087
H: -3.424 -3.854 -4.373  0.091
H: -2.024 -2.989 -4.856  0.058
H: -3.248 -3.383 -6.054  0.075
H: -1.942 -5.456 -3.444  0.121
H: -0.963 -6.579 -4.277  0.120
H: -0.246 -3.682 -3.564  0.080
H: 0.517 -5.138 -3.048  0.115
H: 1.349 -5.705 -5.197  0.125
H: 1.899 -4.098 -4.896  0.121
H: -0.061 -2.400 -5.324  0.054
H: -0.524 -2.203 -6.993  0.085
H: 1.210 -2.266 -6.429  0.057
H: 1.409 -5.660 -7.596  0.088
H: 2.214 -4.115 -7.541  0.081
H: 0.769 -4.255 -8.520  0.081
H: -2.085 -3.711 -7.616  0.081
N: 2.499 4.198 -2.154  0.167
C: 2.156 2.958 -1.706  -0.654
N: 0.879 2.812 -1.262  0.192
O: 2.970 2.038 -1.635  -0.013
H: 3.372 4.208 -2.651  0.109
H: 1.849 4.957 -2.164  0.092
H: 0.603 1.949 -0.799  0.065
H: 0.197 3.545 -1.267  0.083
N: -5.041 1.140 0.167  0.173
C: -5.250 0.438 1.317  -0.683
N: -4.147 -0.179 1.828  0.164
O: -6.331 0.436 1.895  0.009
H: -5.821 1.635 -0.221  0.106
H: -4.135 1.133 -0.268  0.053
H: -4.211 -0.877 2.546  0.106
H: -3.296 -0.224 1.285  0.037
N: -3.749 3.839 -2.885  0.171
C: -4.838 4.662 -2.967  -0.664
N: -4.589 5.989 -2.737  0.150
O: -5.948 4.268 -3.301  0.026
H: -3.807 2.847 -3.055  0.057
H: -3.028 4.255 -2.325  0.073
H: -5.377 6.601 -2.846  0.104
H: -3.675 6.399 -2.697  0.091
N: 2.598 0.116 -6.069  0.147
C: 2.347 0.765 -4.883  -0.673
N: 2.820 0.120 -3.786  0.167
O: 1.722 1.818 -4.838  0.013
H: 2.867 -0.847 -6.007  0.072
H: 2.286 0.537 -6.922  0.102
H: 3.436 -0.663 -3.913  0.098
H: 2.746 0.499 -2.852  0.055
C: -3.264 -4.541 1.011  -0.096
C: -4.163 -5.324 1.939  -0.334
O: -5.124 -4.457 2.533  -0.073
H: -2.563 -5.298 0.630  0.077
H: -2.633 -3.819 1.528  0.061
H: -3.715 -4.099 0.124  0.071
H: -3.518 -5.774 2.707  0.109
H: -4.613 -6.194 1.447  0.109
H: -5.578 -4.970 3.209  0.080
C: -4.510 -0.489 -5.218  -0.097
C: -5.080 0.880 -5.489  -0.291
O: -4.481 1.800 -4.568  -0.117
H: -3.421 -0.483 -5.246  0.065
H: -4.893 -1.235 -5.915  0.073
H: -4.847 -0.785 -4.220  0.080
H: -6.164 0.868 -5.358  0.119
H: -4.837 1.221 -6.501  0.113
H: -5.025 2.603 -4.560  0.059
C: 3.025 -3.931 2.386  -0.074
C: 3.934 -4.300 1.194  -0.313
O: 4.554 -5.554 1.414  -0.073
H: 2.272 -3.194 2.102  0.042
H: 3.651 -3.408 3.117  0.054
H: 2.626 -4.819 2.868  0.075
H: 4.740 -3.579 1.080  0.098
H: 3.270 -4.259 0.323  0.104
H: 3.927 -6.263 1.248  0.083
C: -3.964 4.570 1.702  -0.073
C: -2.501 4.719 1.383  -0.269
O: -2.124 3.752 0.379  -0.098
H: -4.593 4.833 0.852  0.074
H: -4.276 5.159 2.570  0.079
H: -4.200 3.548 2.013  0.072
H: -1.877 4.596 2.269  0.078
H: -2.267 5.720 1.009  0.117
H: -2.026 4.224 -0.449  0.056

Strongest force on any atom: 2.1 eV/Å
Spin multiplicity: 1
Energy: -94107.8757 eV
Lowest unoccupied orbital energy: -0.339 eV
Gap between HOMO and LUMO: 7.7 eV
E_HOMO: -8.03 eV



Density functional theory data (wB97M-V/def2-TZVPD) for a single C4H4N6O2S4 molecule.

Last column: Löwdin charge in e.
Positions of all 20 atoms, in Å:
O: 2.210 2.558 0.444  0.089
C: 1.087 2.229 0.739  -0.573
N: -0.020 2.958 0.359  0.136
C: -1.131 2.444 0.991  -0.854
S: -2.527 3.307 1.123  0.639
N: -0.749 1.303 1.708  0.031
N: 0.667 1.200 1.559  -0.438
S: 1.741 0.435 2.643  0.695
S: 2.694 -1.006 1.412  0.710
N: 1.459 -2.165 1.233  -0.401
N: 0.087 -1.779 1.071  0.018
C: -0.553 -2.692 0.260  -0.875
S: -1.905 -2.404 -0.642  0.622
N: 0.326 -3.702 0.021  0.135
C: 1.581 -3.329 0.498  -0.547
O: 2.589 -3.969 0.241  0.071
H: 0.069 3.931 0.233  0.142
H: -1.305 0.988 2.513  0.162
H: -0.139 -0.790 0.927  0.086
H: 0.258 -4.227 -0.829  0.153

Strongest force on any atom: 3.1 eV/Å
Spin multiplicity: 1
ΔE to the lowest compared entry with this formula, charge and spin: 0.00 kcal/mol
Energy: -60587.7702 eV
Lowest unoccupied orbital energy: -0.938 eV
Gap between HOMO and LUMO: 8.0 eV
E_HOMO: -8.96 eV